(1)
Formula: C30H29Cl2N4OW
Source: the OMol25 dataset
Level of theory: the ωB97M-V functional and the def2-TZVPD basis

Structure (XYZ):
```
67
Properties=species:S:1:pos:R:3
W 0.55 -0.63 -0.24
C -1.22 1.87 2.84
C -0.69 0.71 2.09
N -0.77 0.56 0.75
N -1.47 1.53 0.01
C -1.08 1.50 -1.22
O -0.12 0.67 -1.64
C -1.68 2.37 -2.25
C -1.27 2.22 -3.57
C -1.85 3.00 -4.57
C -2.82 3.92 -4.24
C -3.22 4.08 -2.92
C -2.66 3.30 -1.92
C 0.06 -0.35 2.70
C 0.21 -0.53 4.08
C 0.94 -1.60 4.54
C 1.52 -2.50 3.63
C 1.35 -2.27 2.29
N 0.65 -1.22 1.83
H -1.85 2.48 2.21
H -0.39 2.49 3.21
H -1.79 1.55 3.71
H -0.50 1.50 -3.81
H -1.53 2.88 -5.59
H -3.27 4.53 -5.01
H -3.98 4.81 -2.66
H -2.97 3.42 -0.89
H -0.25 0.18 4.76
H 1.06 -1.75 5.61
H 2.10 -3.34 3.96
H 1.81 -2.91 1.55
C -4.40 -1.70 -3.19
C -3.54 -0.75 -2.36
C -4.30 -0.28 -1.13
C -2.21 -1.42 -2.06
C -1.88 -1.88 -0.80
C -0.69 -2.62 -0.56
C 0.20 -2.88 -1.62
C 1.29 -3.90 -1.50
C -0.10 -2.30 -2.86
C -1.28 -1.63 -3.08
H -5.36 -1.23 -3.44
H -4.61 -2.62 -2.63
H -3.92 -1.99 -4.13
H -3.31 0.13 -2.97
H -4.64 -1.12 -0.52
H -5.19 0.27 -1.43
H -3.70 0.37 -0.49
H -2.57 -1.74 0.03
H -0.62 -3.21 0.35
H 2.23 -3.45 -1.18
H 1.45 -4.38 -2.46
H 1.00 -4.67 -0.78
H 0.60 -2.45 -3.68
H -1.50 -1.25 -4.08
Cl 4.60 -3.12 0.01
C 4.57 -1.47 0.53
C 5.67 -0.95 1.20
C 5.67 0.36 1.64
C 4.56 1.17 1.42
C 3.49 0.62 0.75
Cl 2.02 1.53 0.49
C 3.45 -0.69 0.26
N 2.29 -1.11 -0.39
H 6.52 -1.59 1.38
H 6.53 0.76 2.16
H 4.53 2.20 1.76
```

* E: -66454.416 eV
* E_LUMO (alpha / beta): -3.3 / -4.1 eV
* HOMO (alpha / beta): -9.2432 / -11.1674 eV
* frontier orbital gap (alpha / beta): 5.921 / 7.050 eV
* maximum force: 0.020 Eh/bohr
* energy above the lowest of the compared OMol25 structures with the same formula, charge and spin: 15.2 kcal/mol
* total charge: +1
* spin multiplicity: 3

How positive or negative is each atom? The Mulliken charges in e answer that: atom 1 (W): 0.67, atom 2 (C): -2.04, atom 3 (C): 0.43, atom 4 (N): 1.20, atom 5 (N): -1.17, atom 6 (C): 0.06, atom 7 (O): -0.73, atom 8 (C): 0.37, atom 9 (C): -0.12, atom 10 (C): -0.91, atom 11 (C): -0.42, atom 12 (C): -0.81, atom 13 (C): -0.17, atom 14 (C): 1.33, atom 15 (C): -1.12, atom 16 (C): -0.46, atom 17 (C): -1.01, atom 18 (C): 0.18, atom 19 (N): 0.23, atom 20 (H): 0.38, atom 21 (H): 0.32, atom 22 (H): 0.44, atom 23 (H): 0.51, atom 24 (H): 0.42, atom 25 (H): 0.42, atom 26 (H): 0.42, atom 27 (H): 0.47, atom 28 (H): 0.43, atom 29 (H): 0.44, atom 30 (H): 0.48, atom 31 (H): 0.41, atom 32 (C): -1.54, atom 33 (C): 0.74, atom 34 (C): -1.68, atom 35 (C): 0.40, atom 36 (C): 0.01, atom 37 (C): -1.19, atom 38 (C): 0.94, atom 39 (C): -1.29, atom 40 (C): -1.25, atom 41 (C): -0.08, atom 42 (H): 0.44, atom 43 (H): 0.38, atom 44 (H): 0.38, atom 45 (H): 0.07, atom 46 (H): 0.39, atom 47 (H): 0.44, atom 48 (H): 0.27, atom 49 (H): 0.26, atom 50 (H): 0.55, atom 51 (H): 0.00, atom 52 (H): 0.54, atom 53 (H): 0.35, atom 54 (H): 0.54, atom 55 (H): 0.52, atom 56 (Cl): -0.20, atom 57 (C): 0.72, atom 58 (C): -0.74, atom 59 (C): -0.34, atom 60 (C): -0.91, atom 61 (C): 1.51, atom 62 (Cl): -0.12, atom 63 (C): -0.82, atom 64 (N): -0.21, atom 65 (H): 0.44, atom 66 (H): 0.40, atom 67 (H): 0.46

***

(2)
Formula: C30H29F2N2O
Source: the OMol25 dataset
Level of theory: the ωB97M-V functional and the def2-TZVPD basis

Structure (XYZ):
```
64
Properties=species:S:1:pos:R:3
C 1.68 0.03 4.44
C 1.84 0.81 3.12
C 1.48 2.28 3.42
C 3.33 0.77 2.72
C 0.93 0.25 1.96
C 0.09 1.04 1.23
C -0.76 0.49 0.25
C -1.63 1.38 -0.57
C -3.10 1.09 -0.54
C -3.69 -0.11 -0.06
C -4.96 -0.47 -0.52
F -5.46 -1.72 -0.18
C -5.76 0.37 -1.28
C -5.30 1.68 -1.42
F -6.15 2.65 -1.93
C -4.01 2.05 -1.04
C -0.81 1.62 -2.19
C -1.53 2.61 -2.95
N -2.28 3.31 -3.52
C 0.71 1.67 -2.44
C 1.54 0.54 -2.38
C 2.82 0.55 -2.97
C 3.35 1.71 -3.59
C 4.66 1.72 -4.28
N 5.73 1.74 -4.78
C 2.60 2.88 -3.50
C 1.31 2.86 -2.95
C -0.77 -0.92 0.04
C 0.06 -1.78 0.72
C 0.02 -3.33 0.50
C 1.31 -3.77 -0.22
C -1.17 -3.72 -0.39
C -0.11 -4.10 1.82
C 1.10 -1.17 1.58
O 2.07 -1.86 1.99
H 1.97 -1.01 4.29
H 2.32 0.48 5.22
H 0.64 0.10 4.77
H 1.65 2.88 2.51
H 0.42 2.35 3.72
H 2.11 2.67 4.24
H 3.46 1.39 1.83
H 3.96 1.16 3.53
H 3.61 -0.26 2.47
H 0.06 2.13 1.44
H -1.45 2.50 -0.32
H -3.13 -0.83 0.56
H -6.77 0.10 -1.61
H -3.65 3.05 -1.27
H -1.26 0.60 -2.46
H 1.19 -0.39 -1.92
H 3.46 -0.34 -2.94
H 3.01 3.83 -3.89
H 0.72 3.77 -2.98
H -1.48 -1.34 -0.67
H 2.17 -3.50 0.41
H 1.30 -4.86 -0.39
H 1.39 -3.25 -1.18
H -2.12 -3.36 0.04
H -1.04 -3.32 -1.41
H -1.25 -4.82 -0.46
H -1.05 -3.82 2.32
H -0.14 -5.18 1.63
H 0.75 -3.88 2.47
```

* E: -42043.341 eV
* E_LUMO: 2.0 eV
* HOMO: -3.7330 eV
* frontier orbital gap: 5.693 eV
* maximum force: 0.079 Eh/bohr
* total charge: -1

How positive or negative is each atom? The Mulliken charges in e answer that: atom 1 (C): -1.75, atom 2 (C): 2.00, atom 3 (C): -1.88, atom 4 (C): -1.71, atom 5 (C): -0.46, atom 6 (C): -0.25, atom 7 (C): -0.13, atom 8 (C): -0.56, atom 9 (C): 0.46, atom 10 (C): -0.55, atom 11 (C): 0.45, atom 12 (F): -0.32, atom 13 (C): -0.92, atom 14 (C): 0.42, atom 15 (F): -0.32, atom 16 (C): -1.07, atom 17 (C): 0.50, atom 18 (C): -0.01, atom 19 (N): -0.68, atom 20 (C): 0.18, atom 21 (C): 0.12, atom 22 (C): -0.90, atom 23 (C): 0.58, atom 24 (C): -0.08, atom 25 (N): -0.54, atom 26 (C): -0.75, atom 27 (C): -0.45, atom 28 (C): -0.32, atom 29 (C): -0.64, atom 30 (C): 2.07, atom 31 (C): -1.68, atom 32 (C): -1.84, atom 33 (C): -1.81, atom 34 (C): 1.34, atom 35 (O): -0.88, atom 36 (H): 0.32, atom 37 (H): 0.46, atom 38 (H): 0.35, atom 39 (H): 0.33, atom 40 (H): 0.38, atom 41 (H): 0.40, atom 42 (H): 0.33, atom 43 (H): 0.45, atom 44 (H): 0.34, atom 45 (H): 0.20, atom 46 (H): 0.43, atom 47 (H): 0.67, atom 48 (H): 0.43, atom 49 (H): 0.49, atom 50 (H): 0.30, atom 51 (H): 0.40, atom 52 (H): 0.43, atom 53 (H): 0.41, atom 54 (H): 0.40, atom 55 (H): 0.58, atom 56 (H): 0.32, atom 57 (H): 0.46, atom 58 (H): 0.27, atom 59 (H): 0.30, atom 60 (H): 0.30, atom 61 (H): 0.43, atom 62 (H): 0.37, atom 63 (H): 0.47, atom 64 (H): 0.32

***

Among the records above, which one has the highest total charge? C30H29Cl2N4OW